[1]
C2H7N2OP | ωB97M-V/def2-TZVPD

Results
* LUMO level: 0.0185 hartree
* energy relative to the best compared isomer or geometry (same formula, charge and spin): 39.07 kcal per mole
* HOMO-LUMO gap: 10.22 eV
* highest occupied orbital energy: -9.72 eV

Geometry as ORCA input:
```
! wB97M-V def2-TZVPD RIJCOSX def2/J DEFGRID3
* xyz 0 1
N 0.661 -1.506 -1.524
P 2.239 -1.065 -1.112
O 2.525 -1.903 0.055
H 0.168 -1.928 -0.765
H 0.142 -0.927 -2.202
C -2.699 -2.553 0.231
N -1.902 -2.984 -0.487
H -3.412 -2.231 0.899
C 0.657 1.570 0.583
H 1.389 2.212 1.121
H 1.394 0.996 0.083
H -0.038 1.146 1.254
H 0.282 2.315 -0.189
*
```

=====

[2]
C2H7N2OP | ωB97M-V/def2-TZVPD

Results
* LUMO level: 0.0141 hartree
* energy relative to the best compared isomer or geometry (same formula, charge and spin): 94.12 kcal per mole
* HOMO-LUMO gap: 9.42 eV
* highest occupied orbital energy: -9.04 eV

Geometry as ORCA input:
```
! wB97M-V def2-TZVPD RIJCOSX def2/J DEFGRID3
* xyz 0 1
C 0.701 0.369 -0.999
C -0.302 -1.869 -0.351
N 0.490 -0.742 -0.712
N -1.790 1.773 -0.110
O 0.967 1.470 -1.320
P -0.526 2.571 0.360
H -0.811 -2.169 -1.313
H 0.437 -2.633 0.000
H -0.923 -1.502 0.372
H 1.741 -0.363 1.726
H -2.325 2.382 -0.684
H 0.029 1.674 1.210
H 2.313 -0.960 1.821
*
```

=====

[3]
C2H7N2OP | ωB97M-V/def2-TZVPD

Results
* LUMO level: 0.0214 hartree
* energy relative to the best compared isomer or geometry (same formula, charge and spin): 111.19 kcal per mole
* HOMO-LUMO gap: 9.15 eV
* highest occupied orbital energy: -8.56 eV

Geometry as ORCA input:
```
! wB97M-V def2-TZVPD RIJCOSX def2/J DEFGRID3
* xyz 0 1
C -1.255 1.008 1.411
C -0.764 1.129 0.201
P 0.372 -0.311 -0.169
N 1.860 0.282 -0.725
N -0.310 -1.116 -1.468
O 0.690 -1.489 1.591
H -2.070 1.723 1.743
H -1.161 0.114 1.928
H -1.167 1.908 -0.506
H 2.336 -0.645 -0.645
H 2.313 0.731 0.003
H -1.089 -1.601 -1.230
H 0.245 -1.733 -2.132
*
```

=====

[4]
C2H7N2OS | ωB97M-V/def2-TZVPD

Results
* LUMO level: -0.1342 hartree
* energy relative to the best compared isomer or geometry (same formula, charge and spin): 20.67 kcal per mole
* HOMO-LUMO gap: 10.53 eV
* highest occupied orbital energy: -14.18 eV

Geometry as ORCA input:
```
! wB97M-V def2-TZVPD RIJCOSX def2/J DEFGRID3
* xyz 1 1
C 1.129 0.228 -0.129
C -2.208 -0.084 0.143
N 0.838 -0.972 -0.527
N 2.303 0.666 0.202
O -1.496 0.865 -0.638
S -0.194 1.529 0.026
H -2.879 0.522 0.847
H -1.484 -0.801 0.617
H -2.825 -0.732 -0.445
H 1.520 -1.793 -0.308
H -0.160 -1.261 -0.672
H 3.160 0.171 0.305
H 2.298 1.661 0.579
*
```

=====

[5]
C2H7N2OS | ωB97M-V/def2-TZVPD

Results
* LUMO level: -0.1648 hartree
* energy relative to the best compared isomer or geometry (same formula, charge and spin): 74.11 kcal per mole
* HOMO-LUMO gap: 8.33 eV
* highest occupied orbital energy: -12.82 eV

Geometry as ORCA input:
```
! wB97M-V def2-TZVPD RIJCOSX def2/J DEFGRID3
* xyz 1 1
C -0.189 0.519 0.202
C 1.321 -1.571 0.344
N -2.512 1.841 0.703
N 1.699 -1.828 -0.873
O -0.090 1.430 -0.790
S -1.482 0.616 1.247
H 0.314 -1.730 0.677
H 2.066 -1.667 1.186
H -2.065 2.577 0.168
H -3.272 2.213 1.312
H 0.490 1.209 -1.505
H 1.029 -1.876 -1.684
H 2.692 -1.734 -0.988
*
```

=====

[6]
C2H7N2OS | ωB97M-V/def2-TZVPD

Results
* LUMO level: -0.1735 hartree
* energy relative to the best compared isomer or geometry (same formula, charge and spin): 75.74 kcal per mole
* HOMO-LUMO gap: 8.90 eV
* highest occupied orbital energy: -13.62 eV

Geometry as ORCA input:
```
! wB97M-V def2-TZVPD RIJCOSX def2/J DEFGRID3
* xyz 1 1
C -0.514 -0.244 -0.155
C 1.154 0.867 1.120
N -1.050 0.452 -1.116
N -0.848 -1.461 0.131
O -1.744 -2.183 -0.679
S 2.529 -0.110 1.179
H 0.539 0.847 2.002
H 1.133 1.741 0.496
H -0.781 1.405 -1.291
H -1.746 0.047 -1.737
H -0.346 -2.025 0.807
H -2.544 -2.390 -0.168
H 3.135 0.333 0.067
*
```